[1]
{
  "formula": "H8O4",
  "method": "ωB97M-V/def2-TZVPD",
  "elements": ["O", "H", "H", "O", "H", "H", "O", "H", "H", "O", "H", "H"],
  "coordinates": [[0.93766, -1.05509, -0.97896], [0.82089, -0.12726, -0.74771], [1.39503, -1.45135, -0.23107], [-0.18659, 1.79286, 1.74082], [-0.13797, 0.87063, 2.01347], [-1.11223, 2.03455, 1.85530], [-0.75639, -3.96445, -0.59082], [-1.47320, -3.59113, -0.07069], [-0.48522, -3.24770, -1.17651], [0.59714, 2.76161, -0.85470], [0.19259, 2.33749, -0.07949], [0.20827, 3.63987, -0.87965]],
  "lumo_energy_ev": 0.1,
  "total_charge": 0,
  "e_homo_ev": -11.273
}

***

[2]
{
  "formula": "C55H49EuN8O5S",
  "method": "ωB97M-V/def2-TZVPD",
  "elements": ["Eu", "C", "C", "C", "C", "C", "C", "C", "C", "C", "C", "C", "C", "C", "C", "C", "C", "C", "C", "C", "N", "C", "C", "C", "C", "C", "C", "C", "C", "C", "C", "C", "C", "N", "C", "C", "C", "C", "C", "N", "C", "C", "C", "C", "C", "C", "C", "C", "N", "H", "H", "H", "H", "H", "H", "H", "H", "H", "H", "H", "H", "H", "H", "H", "H", "H", "H", "H", "H", "H", "H", "H", "H", "H", "H", "H", "H", "O", "S", "O", "O", "O", "C", "C", "N", "C", "C", "N", "C", "C", "H", "H", "H", "H", "H", "H", "H", "H", "H", "H", "H", "H", "H", "N", "C", "N", "C", "C", "O", "C", "C", "H", "H", "H", "H", "H", "H", "H", "H"],
  "coordinates": [[-1.00610, 0.37900, -0.60180], [3.64980, -3.68630, -5.78180], [2.33350, -3.32630, -6.02800], [1.61400, -2.63940, -5.06640], [2.21310, -2.28240, -3.86180], [3.53720, -2.63180, -3.62840], [4.25010, -3.34010, -4.58150], [1.39670, -1.53550, -2.87730], [0.43200, -2.30920, -2.20380], [0.48300, -3.71660, -2.03390], [-0.59340, -4.05250, -1.24250], [-1.32080, -2.86020, -1.01860], [-2.63080, -2.59340, -0.30400], [-3.64680, -3.72070, -0.16060], [-3.50110, -5.00890, -0.65780], [-4.50120, -5.95700, -0.49480], [-5.68130, -5.63310, 0.14450], [-5.87240, -4.32990, 0.57690], [-4.87610, -3.38530, 0.41070], [-2.27020, -1.95490, 1.02250], [-1.14140, -1.19560, 1.14640], [-1.03310, -0.82190, 2.46140], [0.09100, -0.05870, 2.98500], [0.71390, -0.43470, 4.25640], [2.04060, -0.04660, 4.52400], [2.65920, -0.33110, 5.72550], [2.01650, -1.09730, 6.68290], [0.76400, -1.60690, 6.39020], [0.12530, -1.28340, 5.20830], [0.66590, 1.01360, 2.27400], [1.39490, 2.11850, 2.84280], [1.74830, 2.93860, 1.81640], [1.23800, 2.34980, 0.60980], [0.58020, 1.20400, 0.91610], [1.49060, 2.80770, -0.72330], [1.73300, 1.79430, -1.73090], [2.85510, 1.72680, -2.61720], [2.81750, 0.49790, -3.21080], [1.67760, -0.18330, -2.68490], [1.01670, 0.65400, -1.80500], [1.61680, 4.20510, -1.01990], [1.90000, 4.68300, -2.32270], [1.93590, 6.02960, -2.61510], [1.67950, 6.98650, -1.64320], [1.32800, 6.54870, -0.37380], [1.27420, 5.20700, -0.07820], [-2.14410, -1.32730, 3.16650], [-2.90980, -2.05270, 2.26310], [-0.66910, -1.81120, -1.54830], [4.21110, -4.23140, -6.52970], [1.86910, -3.58460, -6.96860], [0.58170, -2.36610, -5.23280], [3.99540, -2.35170, -2.68960], [5.27680, -3.62490, -4.39020], [1.25590, -4.36830, -2.40100], [-0.78250, -5.02160, -0.82400], [-2.62410, -5.29840, -1.20490], [-4.34640, -6.95460, -0.88450], [-6.45080, -6.38030, 0.29070], [-6.80760, -4.04510, 1.03930], [-5.05310, -2.35900, 0.69510], [2.61910, 0.44330, 3.75850], [3.65850, 0.03400, 5.90870], [2.50540, -1.33770, 7.61470], [0.27430, -2.26390, 7.09610], [-0.82680, -1.73710, 5.00640], [1.56800, 2.31390, 3.88500], [2.37610, 3.80700, 1.88270], [3.63340, 2.45970, -2.70960], [3.52630, 0.07790, -3.89850], [2.08230, 3.97560, -3.11680], [2.16990, 6.34390, -3.62480], [1.72230, 8.04180, -1.87090], [1.08030, 7.26610, 0.39770], [0.92330, 4.90760, 0.89470], [-2.43520, -1.10020, 4.17670], [-3.80480, -2.59170, 2.50910], [-3.43230, -1.69670, -1.20790], [-3.49400, -0.14380, -1.32830], [-4.79320, 0.17310, -1.84920], [-2.43710, 0.27910, -2.26740], [-3.20580, 0.45770, -0.02390], [-3.55620, 3.99050, -3.90340], [-3.29870, 3.01440, -2.72600], [-1.89600, 3.04530, -2.37480], [-1.08960, 2.61320, -3.49800], [-1.27500, 3.58560, -4.69080], [-2.25950, 4.61600, -4.27790], [-1.70920, 5.37690, -3.13070], [-1.53940, 4.38370, -1.95670], [-4.24990, 4.78590, -3.62410], [-3.95860, 3.46880, -4.77220], [-3.58100, 1.99030, -2.97410], [-3.88820, 3.29310, -1.85170], [-1.40120, 1.59970, -3.75990], [-0.04290, 2.57930, -3.18560], [-1.64680, 3.07890, -5.58300], [-0.33900, 4.09160, -4.93590], [-2.41520, 5.25990, -5.05690], [-2.39360, 6.19140, -2.88740], [-0.74440, 5.80450, -3.41290], [-2.17890, 4.66520, -1.11930], [-0.50670, 4.38330, -1.60660], [-1.67180, 2.67760, 0.32360], [-1.87340, 2.83930, 1.45080], [-2.07080, 3.07700, 2.71000], [-1.60130, 4.32490, 3.28610], [-1.27320, 4.10130, 4.76530], [-2.34890, 3.50690, 5.45000], [-2.64410, 2.23670, 4.90860], [-3.09250, 2.35420, 3.45000], [-2.37360, 5.10120, 3.18520], [-0.70600, 4.64350, 2.75050], [-1.08180, 5.05760, 5.25590], [-0.38060, 3.46610, 4.84800], [-3.44460, 1.82110, 5.52340], [-1.75790, 1.59020, 4.97010], [-4.03740, 2.91330, 3.40410], [-3.22130, 1.36810, 2.99690]],
  "spin_multiplicity": 8,
  "lumo_energy_ev": [1.0, 1.0],
  "s_squared": 15.7907,
  "total_charge": -1,
  "e_homo_ev": [-1.785, -2.689]
}